{"formula": "C31H20BrIrN6O4S", "method": "the ωB97M-V functional and the def2-TZVPD basis", "species": ["Ir", "C", "C", "C", "C", "N", "C", "N", "C", "N", "C", "N", "C", "C", "C", "C", "C", "N", "C", "C", "C", "C", "C", "C", "H", "H", "H", "H", "H", "H", "H", "H", "H", "H", "H", "H", "Br", "C", "C", "C", "C", "C", "N", "C", "O", "O", "H", "H", "H", "O", "C", "O", "C", "C", "C", "C", "S", "C", "C", "H", "H", "H", "H", "H"], "positions_angstrom": [[0.24786, 0.02104, -1.02671], [-1.71704, 1.20220, -4.89508], [-2.51663, 2.29896, -4.59879], [-2.57261, 2.73593, -3.29619], [-1.82595, 2.10424, -2.30143], [-1.03042, 1.05784, -2.60000], [-0.99961, 0.62690, -3.87454], [-1.98598, 2.63247, -1.02797], [-1.35667, 2.36650, 0.03578], [-0.25973, 1.50173, 0.22731], [0.18793, 1.64176, 1.55121], [1.18780, 1.10007, 2.11429], [2.02097, 0.09832, 1.64421], [3.14600, -0.16477, 2.43328], [3.99051, -1.20170, 2.11926], [3.68251, -1.99992, 1.02176], [2.57095, -1.68635, 0.28135], [1.76076, -0.64306, 0.55211], [-0.70371, 2.59715, 2.23839], [-0.69681, 3.05655, 3.54004], [-1.69133, 3.95528, 3.90502], [-2.65460, 4.37305, 2.98746], [-2.64300, 3.91260, 1.67673], [-1.64997, 3.02059, 1.32735], [-1.65229, 0.78900, -5.89140], [-3.08466, 2.79655, -5.37356], [-3.18914, 3.56961, -2.99192], [-0.36966, -0.23190, -4.07828], [3.30001, 0.47144, 3.29355], [4.86452, -1.40394, 2.72443], [4.28847, -2.85154, 0.74697], [2.28976, -2.29489, -0.56894], [0.05963, 2.72690, 4.24028], [-1.72162, 4.34228, 4.91499], [-3.42001, 5.06790, 3.30706], [-3.37855, 4.23203, 0.95043], [2.72139, 2.74498, -1.33360], [3.02194, 1.32464, -2.53940], [4.07162, 1.38344, -3.43974], [4.25015, 0.30622, -4.29182], [3.39428, -0.78277, -4.21462], [2.37965, -0.74693, -3.28054], [2.19619, 0.29660, -2.46459], [1.41343, -1.90282, -3.11162], [1.52454, -2.88596, -3.79278], [0.51333, -1.70946, -2.17396], [4.72197, 2.24503, -3.46884], [5.06057, 0.31732, -5.00894], [3.49126, -1.64953, -4.85228], [-1.28240, -4.89925, 5.14000], [-2.39343, -4.56403, 4.45834], [-3.47710, -4.84736, 4.87152], [-2.21384, -3.79501, 3.17450], [-1.11722, -2.96396, 2.94009], [-1.05098, -2.21310, 1.78658], [-2.08926, -2.28840, 0.83469], [-2.09024, -1.35102, -0.58460], [-3.18944, -3.14276, 1.07873], [-3.24556, -3.87798, 2.23876], [-0.47894, -4.67896, 4.65091], [-0.31915, -2.87073, 3.66737], [-0.21676, -1.54844, 1.60670], [-3.98641, -3.19801, 0.34955], [-4.08729, -4.52259, 2.45118]], "atomic_forces_ev_per_a": [[0.18, -1.00, -0.79], [-0.02, 0.00, -0.02], [0.00, 0.00, -0.01], [-0.17, 0.21, -0.02], [0.19, -0.06, 0.09], [-0.45, 0.57, -0.34], [0.22, -0.22, 0.11], [-0.46, 0.00, -0.48], [0.45, -0.09, 0.28], [-0.25, 0.28, 0.47], [-0.20, 0.15, -0.42], [0.30, -0.36, 0.38], [-0.07, 0.13, -0.10], [0.07, 0.14, 0.18], [0.00, 0.04, 0.03], [0.05, -0.03, 0.02], [-0.16, 0.00, -0.26], [0.43, -0.04, 0.65], [0.15, -0.08, -0.03], [0.08, 0.01, 0.15], [0.04, -0.02, 0.00], [-0.01, 0.00, -0.03], [-0.12, 0.09, -0.04], [0.00, -0.08, -0.16], [0.02, 0.04, 0.00], [-0.03, -0.02, 0.03], [0.01, -0.01, -0.04], [-0.06, 0.05, 0.10], [0.04, -0.04, -0.01], [-0.02, 0.01, 0.00], [-0.01, 0.01, 0.00], [-0.03, 0.06, -0.01], [-0.03, 0.01, -0.01], [0.00, -0.02, 0.00], [0.01, 0.00, -0.03], [0.00, 0.01, 0.03], [0.02, 0.00, -0.01], [-0.10, -0.01, 0.08], [0.06, -0.01, -0.07], [0.06, 0.02, -0.03], [0.01, -0.01, -0.01], [0.00, 0.09, 0.03], [-0.12, -0.01, 0.09], [0.05, 0.29, 0.23], [-0.07, -0.16, -0.08], [-0.19, -0.02, 0.08], [-0.01, 0.00, 0.02], [-0.02, 0.00, 0.00], [0.00, -0.01, 0.02], [0.08, 0.04, -0.06], [0.07, 0.03, 0.03], [-0.02, -0.04, -0.03], [-0.01, 0.01, 0.07], [0.07, 0.02, -0.05], [-0.01, 0.01, 0.00], [0.01, 0.06, 0.06], [0.18, 0.04, -0.11], [0.02, 0.02, 0.01], [-0.05, -0.04, -0.03], [-0.10, -0.06, 0.02], [-0.04, 0.03, 0.02], [-0.04, -0.05, 0.01], [0.01, 0.00, -0.01], [-0.01, 0.02, 0.02]], "multiplicity": 6, "gap_ev": [6.418, 5.792], "lumo_energy_ha": [-0.1306, -0.2056], "total_energy_ev": -133311.94032, "total_charge": 1, "max_force_ha_per_bohr": 0.0251}



{"formula": "C31H20Cl2NO5PPdS", "method": "the ωB97M-V functional and the def2-TZVPD basis", "species": ["Pd", "C", "C", "C", "C", "C", "C", "P", "C", "C", "C", "C", "C", "C", "C", "C", "C", "C", "C", "C", "C", "C", "C", "C", "H", "H", "H", "H", "H", "H", "H", "H", "H", "H", "H", "H", "H", "H", "H", "H", "Cl", "C", "C", "C", "Cl", "C", "C", "C", "C", "N", "C", "C", "O", "H", "H", "H", "H", "O", "S", "O", "O", "O"], "positions_angstrom": [[0.72919, -0.50218, -0.05625], [-4.24659, 3.23945, -3.84669], [-2.92109, 3.23907, -4.26190], [-1.93623, 2.64944, -3.48150], [-2.26461, 2.04507, -2.26786], [-3.60916, 2.00141, -1.88768], [-4.58847, 2.61224, -2.65327], [-1.04905, 1.18123, -1.17864], [-0.86719, -0.95313, 1.02592], [-1.78142, -1.77555, 0.36257], [-2.89774, -2.28255, 1.01393], [-3.13160, -1.95722, 2.34564], [-2.24658, -1.11753, 3.00650], [-1.12448, -0.61819, 2.35148], [-0.87751, 2.49006, 0.09952], [-1.75131, 3.53742, 0.29932], [-1.47062, 4.54327, 1.23677], [-0.27226, 4.56164, 1.89921], [0.66542, 3.52127, 1.71128], [1.94802, 3.55860, 2.29237], [2.82289, 2.51925, 2.10144], [2.42469, 1.36853, 1.39927], [1.17119, 1.28315, 0.83513], [0.30721, 2.40367, 0.89086], [-5.00611, 3.72853, -4.44615], [-2.65361, 3.71821, -5.19800], [-0.90007, 2.65849, -3.79698], [-3.86534, 1.48718, -0.96536], [-5.62414, 2.60441, -2.33098], [-1.61547, -2.01163, -0.68397], [-3.58826, -2.93404, 0.48680], [-3.99383, -2.36253, 2.86569], [-2.42674, -0.85880, 4.04574], [-0.42718, 0.02374, 2.87660], [-2.65400, 3.60911, -0.29187], [-2.18820, 5.34231, 1.39270], [-0.02318, 5.38076, 2.56753], [2.23446, 4.42711, 2.87870], [3.81731, 2.56218, 2.53443], [3.10879, 0.53481, 1.33927], [4.29686, -1.81716, 3.60056], [3.77021, -2.83661, 2.28949], [4.48079, -3.99561, 2.01678], [4.07389, -4.81545, 0.98941], [4.97266, -6.29850, 0.70323], [2.97623, -4.48835, 0.16893], [2.53927, -5.27302, -0.91600], [1.49413, -4.82666, -1.68470], [0.88882, -3.60944, -1.38010], [1.24284, -2.86264, -0.35450], [2.26094, -3.28405, 0.43825], [2.59786, -2.44570, 1.59059], [1.89127, -1.47074, 1.92273], [5.33930, -4.25796, 2.61922], [3.03455, -6.20904, -1.13536], [1.15019, -5.40293, -2.53435], [0.10114, -3.20545, -2.00415], [1.68638, 0.68284, -3.87303], [1.18748, 0.23316, -2.59860], [0.29790, 1.53713, -2.08566], [2.24889, 0.05405, -1.60604], [0.24128, -0.86611, -2.67828]], "atomic_forces_ev_per_a": [[0.41, 0.04, 0.96], [0.05, 0.02, 0.02], [-0.07, 0.05, -0.07], [-0.01, 0.00, 0.11], [0.03, 0.20, -0.13], [0.14, -0.01, 0.01], [-0.09, 0.04, -0.08], [-0.80, -0.11, 0.06], [0.23, 0.25, 0.07], [-0.08, 0.00, 0.11], [0.02, 0.00, 0.02], [-0.09, -0.06, 0.04], [0.02, 0.04, 0.03], [0.03, -0.03, 0.02], [0.00, 0.18, 0.11], [0.12, -0.43, -0.26], [0.16, 0.25, 0.28], [-0.21, 0.07, -0.09], [-0.20, -0.24, -0.21], [0.27, -0.05, 0.16], [-0.11, 0.23, 0.07], [-0.22, 0.08, -0.01], [-0.46, -0.64, -0.38], [0.25, 0.49, 0.34], [-0.01, -0.04, -0.01], [0.02, -0.02, 0.01], [-0.01, 0.01, -0.01], [-0.08, 0.01, -0.02], [0.02, -0.05, 0.03], [-0.02, -0.01, -0.01], [0.01, 0.01, -0.02], [-0.01, 0.03, -0.02], [0.01, 0.02, -0.01], [0.01, -0.04, 0.03], [0.01, 0.06, -0.01], [0.00, -0.01, -0.01], [0.01, 0.00, -0.02], [-0.03, -0.02, 0.03], [0.00, 0.00, -0.01], [-0.05, -0.08, 0.03], [0.04, 0.03, 0.10], [0.16, -0.19, -0.03], [-0.32, 0.01, -0.26], [0.29, -0.08, 0.22], [0.05, -0.11, -0.05], [-0.12, 0.19, 0.05], [-0.27, 0.17, -0.17], [0.34, -0.49, 0.06], [-0.30, 0.60, 0.15], [0.27, -0.15, -0.06], [0.03, -0.31, -0.28], [-0.36, 0.61, 0.51], [0.64, -0.66, 0.23], [0.03, -0.01, 0.00], [0.03, 0.01, -0.01], [-0.03, 0.03, -0.01], [0.02, 0.01, -0.03], [0.08, 0.11, 0.04], [-0.20, 0.75, -1.47], [0.47, -0.40, -0.46], [-0.20, -0.21, 0.43], [0.06, -0.15, -0.13]], "gap_ev": 5.300, "lumo_energy_ha": 0.1569, "total_energy_ev": -92850.18974, "relative_energy_kcal_mol": 38.4, "total_charge": -2, "max_force_ha_per_bohr": 0.0323}



{"formula": "C31H21Cl2N8O4SW", "method": "the ωB97M-V functional and the def2-TZVPD basis", "species": ["W", "Cl", "C", "C", "C", "N", "C", "O", "C", "C", "C", "C", "C", "N", "C", "C", "C", "Cl", "N", "C", "O", "C", "C", "C", "C", "C", "N", "H", "H", "H", "H", "H", "H", "H", "H", "H", "H", "N", "C", "S", "N", "N", "C", "C", "C", "C", "C", "C", "C", "C", "C", "C", "C", "C", "N", "H", "H", "H", "H", "H", "H", "H", "H", "H", "H", "H", "O", "O"], "positions_angstrom": [[0.59111, -0.40738, 0.38043], [2.54241, 3.03950, 6.19196], [2.40307, 1.90275, 4.95065], [1.50247, 2.09102, 3.92109], [1.39833, 1.13423, 2.90111], [0.55709, 1.10754, 1.86460], [-0.13099, 2.20081, 1.26229], [-0.58054, 3.30929, 2.00972], [0.76044, 2.57622, 0.07356], [0.91280, 3.88051, -0.35939], [1.79848, 4.13666, -1.40090], [2.49100, 3.07495, -1.96200], [2.27607, 1.79449, -1.47546], [1.43437, 1.53563, -0.46528], [2.33966, 0.01314, 2.85656], [3.21521, -0.18619, 3.91991], [3.24124, 0.72004, 4.97481], [4.27634, 0.47075, 6.27773], [2.27038, -0.64781, 1.66315], [3.37486, -1.39260, 1.22046], [4.38357, -1.59034, 1.84072], [3.16238, -1.87722, -0.18603], [4.06643, -2.75152, -0.77191], [3.79336, -3.25099, -2.04261], [2.64302, -2.81951, -2.68970], [1.80344, -1.91157, -2.05849], [2.04676, -1.44541, -0.82026], [0.86961, 2.96477, 3.89707], [0.36128, 4.67379, 0.12139], [1.94554, 5.14372, -1.76085], [3.19229, 3.24045, -2.76537], [2.80244, 0.94835, -1.90338], [3.89225, -1.02948, 3.92811], [4.94987, -3.03282, -0.21656], [4.45401, -3.97081, -2.50491], [2.38085, -3.19158, -3.66948], [0.90456, -1.55467, -2.56645], [-1.68002, -3.92849, 2.32596], [-1.19073, -2.79974, 1.85047], [0.25431, -2.87172, 0.85004], [-1.74935, -1.65469, 2.13918], [-1.29791, -0.53783, 1.56429], [-2.05600, 0.53697, 1.65888], [-3.29498, 0.58139, 2.40706], [-4.41522, 1.25176, 1.87923], [-5.58581, 1.31912, 2.60320], [-5.65350, 0.76227, 3.87799], [-4.54183, 0.12096, 4.41884], [-3.38087, 0.00077, 3.68637], [-1.61040, 1.78450, 0.92223], [-1.96011, 3.13851, 1.60156], [-2.47412, 4.16197, 0.62992], [-2.65145, 3.86727, -0.66278], [-2.27873, 2.56281, -1.18656], [-1.81576, 1.61276, -0.47886], [-1.27445, -4.82140, 2.08153], [-2.52652, -3.92054, 2.87842], [-4.36862, 1.65539, 0.87887], [-6.45398, 1.79610, 2.17590], [-6.56734, 0.83124, 4.44764], [-4.58514, -0.27704, 5.42171], [-2.51257, -0.47620, 4.11449], [-2.60870, 3.07619, 2.48128], [-2.72357, 5.13211, 1.03467], [-3.04948, 4.59148, -1.35698], [-2.37496, 2.35070, -2.24530], [-0.40000, -0.33047, -0.99668], [-0.75719, -0.26040, -2.20954]], "atomic_forces_ev_per_a": [[0.80, -2.21, 2.67], [-0.09, -0.13, -0.20], [-1.23, 1.01, -0.78], [0.49, 0.74, 1.26], [-1.36, -0.54, -1.83], [1.57, 0.78, 1.80], [-1.04, 0.80, -0.57], [0.96, -0.11, 0.18], [-0.01, 0.35, 0.39], [-0.05, -0.32, 0.11], [-0.02, -0.29, 0.04], [-0.13, -0.01, 0.14], [0.21, -0.29, -0.22], [-0.09, -0.01, 0.17], [0.13, -0.86, -1.13], [0.45, -0.09, 0.55], [0.56, -1.10, -0.34], [-0.32, 0.00, -0.46], [0.56, 0.96, 1.57], [0.57, -0.61, -0.32], [-0.44, 0.04, -0.25], [0.58, -0.32, 0.04], [-0.32, 0.40, 0.24], [-0.22, 0.15, 0.06], [0.11, 0.12, 0.25], [-0.37, 0.04, -0.52], [0.29, -0.39, 0.15], [-0.07, 0.04, 0.11], [-0.02, 0.00, 0.06], [0.02, 0.08, -0.02], [0.05, -0.10, -0.05], [-0.06, 0.04, 0.05], [-0.08, 0.12, 0.03], [0.00, -0.03, 0.05], [0.04, 0.00, -0.03], [-0.03, 0.07, -0.04], [0.21, -0.12, 0.24], [-0.08, -0.52, 0.11], [0.36, 1.33, -0.34], [0.28, 1.06, -0.25], [-0.61, -0.96, 0.63], [0.64, 0.15, -0.53], [0.26, -0.24, -0.01], [-0.43, -0.18, 0.34], [0.45, -0.25, 0.05], [-0.12, -0.07, 0.09], [0.25, -0.03, -0.14], [-0.19, 0.11, 0.08], [0.13, 0.34, -0.22], [-0.14, 0.69, -0.01], [-0.73, -0.50, -0.17], [0.20, -0.09, -0.12], [0.01, 0.52, 0.46], [0.06, -0.34, 0.25], [-0.40, -0.17, -0.28], [-0.08, 0.16, 0.08], [0.05, 0.03, -0.08], [-0.05, 0.15, -0.12], [-0.07, 0.06, -0.03], [-0.07, 0.01, 0.05], [-0.03, -0.07, 0.04], [-0.06, -0.09, 0.03], [0.18, 0.05, -0.11], [-0.10, 0.11, -0.02], [-0.08, 0.11, 0.01], [-0.07, 0.09, -0.12], [-1.15, 0.41, -3.57], [-0.06, -0.09, 0.52]], "gap_ev": [4.054, 4.038], "lumo_energy_ha": [-0.4423, -0.4427], "total_energy_ev": -90273.90326, "relative_energy_kcal_mol": 28.0, "total_charge": 3, "max_force_ha_per_bohr": 0.0733}



- Number 1 is which compound?
  C31H20BrIrN6O4S



- Number 2 is which compound?
  C31H20Cl2NO5PPdS